# 1
This record from OMol25 describes one molecule with the formula C23H34N4O4S. The level of theory is ωB97M-V/def2-TZVPD.

**Calculated total energy**: -49364.648 eV
**Multiplicity**: 1
**LUMO level**: 0.53 eV
**E_HOMO**: -0.2553 hartree
**SMILES**: CCN1CCN(CCNC(=O)CSCc2nc(-c3ccc(OC)c(OC)c3)oc2C)CC1

```
66
C23H34N4O4S ωB97M-V/def2-TZVPD
N 0.4044 1.5768 -3.9629
H -1.3556 3.9248 -0.7263
H -0.0805 -1.3629 0.4428
H -2.4163 -4.9940 4.0074
C -2.9566 -0.2100 1.8634
H 1.1908 -2.5795 0.5970
O -3.8869 -3.1570 3.4587
H 0.6705 1.5409 -6.5627
O 2.2875 -1.3176 2.4984
H -3.3175 0.5876 1.1065
C 3.4771 0.7537 1.7246
C 0.8591 -1.7247 -0.0809
C -0.2445 1.2511 -2.6868
H -1.0052 1.7732 -7.0061
H 3.6230 0.9946 2.6275
H 0.2702 4.3665 -0.6037
C -3.2538 -4.4938 4.2360
H -1.5248 1.5150 -4.6636
H 0.4562 2.0163 -2.0349
N 1.8624 -0.5543 0.2837
H 1.0960 -2.5644 3.8799
N 0.5174 1.2451 1.8822
C -1.8420 0.1551 2.1548
C -0.5700 1.3805 -4.8763
C -0.3633 3.0604 0.6503
H -4.2602 -4.9883 4.2405
H -0.3190 2.9255 -6.0274
C -3.1224 -2.2906 3.0207
C -0.8662 1.0655 1.6502
C -1.5045 -2.0951 3.3701
H -3.1420 -3.8628 5.2435
H -0.9024 5.1030 0.3504
C -0.3069 -0.0885 -1.9955
C 1.7776 0.8136 -4.0227
H 2.4621 -0.9483 -3.3159
C 2.5945 -0.3547 1.7345
H 1.7515 -2.3805 -1.5898
H -4.4883 -1.6139 1.7672
N 0.8849 -0.4733 -2.1322
H 0.6435 -3.6295 5.2289
S 3.4415 1.9697 0.4784
H -0.9750 -0.8382 -2.6703
C -0.8989 -0.9828 3.0335
H 0.2059 -2.0201 5.2316
O -1.0541 -2.8790 4.2402
H -1.2275 2.0446 -2.5734
C -3.4366 -1.2271 2.3570
H 2.2829 3.9935 1.0586
H 1.8985 0.8864 -4.9374
C 1.0001 -1.8556 -1.3847
H -0.5865 0.1035 -5.1656
C 0.2768 -2.8195 4.6572
C -0.2161 1.8518 -6.2920
C -0.4582 4.2099 -0.1492
H 0.2384 -2.5966 -1.6604
O -1.2948 1.9865 0.7307
C 1.9886 3.0347 1.4282
H 2.1019 0.0470 -0.4832
C 1.3971 -0.4777 -3.4468
H 4.6646 0.2212 1.6078
H 2.3613 3.1958 2.4093
H -0.0409 -0.7536 3.2212
H 2.3807 1.4157 -3.4673
C 0.8063 2.4225 1.2593
H 0.8873 -1.2866 -4.1054
H -0.8434 -0.0113 -1.1090
```

Atom charges from the natural (NBO) analysis, given in e for atoms 1 to 5: atom 1 (N): -0.459, atom 2 (H): 0.242, atom 3 (H): 0.213, atom 4 (H): 0.198, atom 5 (C): -0.253

# 2
This record from OMol25 describes a 6-piece molecular cluster, C23H34N4O6 overall. The level of theory is ωB97M-V/def2-TZVPD.

**Calculated total energy**: -42634.651 eV
**Multiplicity**: 2
**LUMO level (spin up / spin down)**: -5.07 / -9.41 eV
**E_HOMO (spin up / spin down)**: -0.4452 / -0.4452 hartree
**Total charge**: +1
**⟨S²⟩**: 0.768

```
67
C23H34N4O6 ωB97M-V/def2-TZVPD
C 3.9830 0.2981 -2.6593
H -0.1143 2.7509 5.1797
H -1.3542 -2.7179 0.1442
H 7.6689 1.2843 -2.8881
O 1.0433 0.0881 -0.5979
H -0.0487 0.7459 -2.2312
N -0.2573 4.0194 0.7625
H -2.2427 4.4068 3.7547
H -2.0145 4.1033 5.4747
N -3.5660 -0.2683 -3.0235
H -1.0189 -1.3052 3.8698
H -1.4077 1.7373 -0.0463
C 6.2214 -0.2613 -2.2128
H -0.2268 -4.4145 1.3134
H 2.9061 0.2173 -2.6767
H -1.3734 2.1692 -3.8900
H -1.7695 0.3299 -6.3079
N -3.7563 -6.1603 -1.2624
C -0.7144 -4.7376 0.3937
H -0.5246 0.7482 -4.3982
H -3.4190 -2.9702 -1.2873
C 0.7025 -0.6542 6.1958
O 0.7713 0.3023 6.9184
H -1.9880 -3.6621 -1.8424
H 0.1834 -3.3843 5.4195
H -2.4070 -3.6933 1.0376
C -0.9717 1.6695 -4.7714
H 0.4596 -2.1183 3.5083
C -0.4534 -2.5040 5.5068
H -1.3358 2.1901 3.9594
C 0.1290 0.9735 -1.1802
O 0.6727 -0.5642 4.8878
H -2.0278 1.9565 -6.5892
C -0.0869 -1.6433 4.3230
C 4.4849 1.3929 -3.3839
O -0.7064 -0.0446 0.6878
H -4.2224 0.7540 -5.8457
C 0.6559 -0.3561 0.5308
H -0.9198 5.1650 4.5235
H 1.2393 3.9624 3.4757
H -0.0447 2.1948 -5.0013
H -3.8801 2.1906 -4.9628
H -1.9103 0.3018 -1.0807
C 4.9016 -0.5690 -2.1003
C -3.5252 0.4602 -4.0001
H 0.1694 -4.6188 -0.2332
C -2.7265 -3.7774 -1.0490
C 6.6476 0.9474 -2.7891
O 1.3564 -1.0048 1.3688
C 0.0353 3.6780 1.8324
C -3.4575 1.2207 -5.2251
H 3.7157 2.0516 -3.7591
H -1.0177 -5.7751 0.5336
H 1.0607 2.4187 2.9930
C 0.4334 3.2900 3.1816
C -3.2999 -5.0985 -1.1956
C -0.6718 2.9947 4.2754
H 6.9274 -0.9539 -1.7789
H -1.5387 -2.5960 5.5475
N 5.7838 1.7251 -3.4652
H 4.4916 -1.4693 -1.6670
H 0.6255 1.9415 -1.2484
O 0.1837 -1.8591 6.5676
C -1.7756 -3.7231 0.1496
C -1.1603 0.7461 -0.4263
C -2.0253 1.2409 -5.7669
C -1.4925 4.2376 4.5273
```

Atom charges from the Löwdin analysis, given in e for atoms 1 to 5: atom 1 (C): 0.073, atom 2 (H): 0.107, atom 3 (H): 0.092, atom 4 (H): 0.144, atom 5 (O): 0.068

# 3
This record from OMol25 describes C23H35As3N3O2Rh as an isolated structure. The level of theory is ωB97M-V/def2-TZVPD.

**Calculated total energy**: -218492.316 eV
**Multiplicity**: 5
**LUMO level (spin up / spin down)**: -4.89 / -8.83 eV
**E_HOMO (spin up / spin down)**: -0.4707 / -0.4970 hartree
**Total charge**: +2
**⟨S²⟩**: 6.011

```
67
C23H35As3N3O2Rh ωB97M-V/def2-TZVPD
C 0.1569 -1.9226 2.2382
H 0.3008 -1.9539 -3.6997
As -1.0551 -0.2582 -2.3642
Rh 0.1542 -0.1102 -0.1730
H 2.4835 0.9397 -7.1147
C -0.7591 -1.7824 -3.5252
H -2.9068 4.4278 0.1315
H -0.1690 3.6140 -4.7281
H -1.7114 1.0799 -6.8720
C -0.6936 0.8688 -7.1875
H 1.9590 3.2811 -2.7907
C 1.5112 -3.9165 1.5345
C -2.9878 -0.2264 -2.3031
H 2.7054 -5.5493 0.8227
C 1.0422 -2.6477 1.2374
H -3.2389 4.2222 2.6024
C -2.5326 3.5719 0.6762
H 1.3940 0.1503 -4.9592
C 1.7062 3.2740 0.3083
C 2.1454 -2.6435 -0.7847
H 4.0270 2.4011 -1.4793
H -1.7029 2.6157 -1.0578
H -0.3001 -0.0178 -6.6861
H -0.6622 0.7276 -8.2666
H 0.6895 3.5708 0.5587
H -3.3251 -1.1277 -1.7944
H 2.6756 1.1602 -4.2637
H 3.7467 0.6942 -1.9137
As 0.4836 2.3165 -6.7487
C 1.6844 0.7379 -4.0836
H -3.3270 0.6399 -1.7386
H 3.2959 -4.3704 -1.3008
N -0.3186 -0.6959 1.7904
C -1.5716 1.3649 1.9484
H 2.1553 1.9227 -8.5674
C 0.6623 1.8258 -3.7620
H -1.4306 2.0478 -3.2580
H 2.2272 2.9897 1.2211
H -1.1436 0.9007 -4.5484
H -1.1738 -2.6604 -3.0316
H -2.3598 2.1623 3.7534
H 0.2986 3.3260 -2.2262
C 1.1044 2.6522 -2.5278
C 0.6322 2.8928 -4.8976
H 2.3864 -2.0946 -1.6885
O -0.0848 -2.4572 3.2872
C -1.0496 0.1175 2.6356
C -0.7574 1.2537 -3.5907
H 1.5686 3.4551 -4.9271
C 2.3252 -4.5573 0.6189
N 1.3527 -2.0251 0.0969
As 1.6699 1.7426 -0.8748
H -3.3992 -0.2033 -3.3117
C 2.6535 -3.9075 -0.5651
H -1.2782 -1.6343 -4.4726
H 3.9973 1.1458 -0.2230
C -2.7189 3.4515 2.0492
O -1.2739 -0.0326 3.8082
C 3.5629 1.4654 -1.1693
H 2.2336 4.1000 -0.1676
H 2.9280 2.6782 -7.1510
H 1.7775 0.0327 -3.2547
N -1.3802 1.4806 0.6337
C 2.2102 1.9316 -7.4808
C -1.8606 2.5649 0.0143
H 1.2275 -4.3619 2.4776
C -2.2368 2.3283 2.6923
```

Atom charges from the natural (NBO) analysis, given in e for atoms 1 to 5: atom 1 (C): 0.629, atom 2 (H): 0.236, atom 3 (As): 0.972, atom 4 (Rh): 0.856, atom 5 (H): 0.266

# 4
This record from OMol25 describes C23H35FN3O3SeSiW as an isolated structure. The level of theory is ωB97M-V/def2-TZVPD.

**Calculated total energy**: -112796.979 eV
**Multiplicity**: 3
**LUMO level (spin up / spin down)**: -3.00 / -3.42 eV
**E_HOMO (spin up / spin down)**: -0.3897 / -0.4019 hartree
**Total charge**: +1
**⟨S²⟩**: 2.013

```
68
C23H35FN3O3SeSiW ωB97M-V/def2-TZVPD
H 0.2214 -2.4055 2.7629
C -0.3284 2.3660 -2.0846
H -1.7244 2.3349 6.0534
C -3.7769 -2.4138 1.6680
N -0.6942 -1.2267 -0.0964
H 3.3256 1.6496 -0.2486
C -1.6948 2.3467 4.9687
N -0.6562 1.4095 4.5240
H -1.3378 -0.0925 -2.9119
H 1.5403 4.0002 -5.6998
C -2.8300 -2.1036 -0.9074
C -2.5169 -1.9168 1.4222
C 1.0733 2.7224 -4.0390
H 2.3921 -0.6209 -0.4144
H 0.8912 -3.8699 -0.9523
C 2.1951 2.6491 -3.2227
C 0.4604 1.0694 5.4105
C 2.2367 -2.7890 2.5218
H -4.7227 -2.8634 -1.5389
O 2.6192 -0.5791 1.7491
C 1.8606 -0.8605 -1.3538
C -4.5865 -2.7605 0.5987
C 2.0994 2.4501 -1.8488
C -4.1051 -2.6014 -0.6908
H 4.2198 2.2481 -1.6577
C 1.2158 2.9749 -5.5139
H -2.4507 2.2480 -2.3177
H -4.1032 -2.5273 2.6931
H 2.7571 -3.4439 1.8218
C -0.5840 -0.8419 -3.1508
N 0.8889 -2.4936 2.0006
H 2.5139 -1.6316 -1.7725
C -0.6833 0.9291 3.3117
H 1.4065 1.2634 4.9086
H 2.2104 -3.2805 3.4917
W 0.7782 -0.4001 0.9789
C 3.3534 2.4200 -1.0205
H -1.4705 3.3564 4.6279
H -1.0423 -1.6000 -3.7889
H 3.1799 2.7558 -3.6647
H 3.5018 3.3714 -0.5048
H 0.1956 -0.3424 -3.7299
Si 0.1309 -1.6066 -1.6146
C -1.7125 2.2197 -1.5171
C -0.1756 2.5787 -3.4524
C 0.8234 2.2930 -1.2955
H 0.4152 0.0159 5.6825
H 0.3827 1.6811 6.3027
H 1.9614 2.3138 -5.9565
H 0.8662 -3.6832 -2.7021
H -0.6406 -3.9547 -1.8334
H 0.5391 -3.2448 1.4143
C 3.0391 -1.4994 2.6166
C -1.9850 -1.7394 0.1472
H -1.9470 3.0239 -0.8170
H 1.9400 0.0383 -1.9631
H -2.6657 2.0335 4.5924
H -1.0623 2.6355 -4.0738
H 0.2716 2.8249 -6.0350
H -1.5054 1.2291 2.6623
Se 0.6306 2.0470 0.6000
F -1.7470 -1.6021 2.5050
H -1.8237 1.2786 -0.9724
H -5.5789 -3.1510 0.7731
O 3.9658 -1.3494 3.3574
O 0.2173 0.1398 2.9072
H -2.4921 -1.9759 -1.9265
C 0.3234 -3.4463 -1.7844
```

Atom charges from the natural (NBO) analysis, given in e for atoms 1 to 5: atom 1 (H): 0.411, atom 2 (C): -0.037, atom 3 (H): 0.229, atom 4 (C): -0.281, atom 5 (N): -1.097

# 5
This record from OMol25 describes one molecule with the formula C23H35N3O3. The level of theory is ωB97M-V/def2-TZVPD.

**Calculated total energy**: -35032.375 eV
**Multiplicity**: 1
**LUMO level**: 0.64 eV
**E_HOMO**: -0.3257 hartree
**SMILES**: CC1(C)C[C@@H](C(=O)N2CCCCC(C)(C)C2)CN(C(=O)c2ncoc2C2CC2)C1

```
64
C23H35N3O3 ωB97M-V/def2-TZVPD
H 0.4204 0.9741 3.5287
C 2.4260 0.9152 -0.1721
H 1.7334 4.9291 -1.8841
H 0.3820 -2.6427 1.2649
C 4.1210 2.8998 -0.4077
N 1.2733 1.6460 -0.3967
C -1.8076 -0.5948 -0.3266
H 1.3561 0.4024 2.1490
H -4.6824 -5.1990 -1.0707
H 0.3010 3.9206 2.9148
H 6.9217 1.4243 -0.2788
C -0.1068 -3.2726 0.5158
C -0.2500 -2.4844 -0.7854
O 5.4857 2.9143 -0.4305
C 5.8663 1.6311 -0.2608
N 4.8959 0.8195 -0.1268
H 4.6740 4.3042 -2.6684
C 0.9650 1.2957 2.6375
H 3.3239 4.8546 0.0446
H -1.1019 2.9482 3.3613
H 0.0274 -0.4874 0.7546
H -3.3448 -1.8226 -1.9059
H -4.8340 -3.8484 -2.1965
O 2.4143 -0.2995 -0.2214
H -1.1356 -4.5551 1.8626
C 0.0544 2.1121 1.7318
H -3.4719 -4.9674 -2.3366
H -1.8215 1.9225 0.6872
H 1.6903 3.2434 0.9123
C -2.5978 -2.5328 -1.5444
C -0.5026 3.2935 2.5160
H 1.8218 1.8905 2.9689
C 3.5039 4.1770 -0.7813
H 2.3556 3.3385 -2.4753
H 4.0706 5.8966 -2.0663
H -0.1411 -3.1340 -1.6546
H -4.9730 -2.2515 -0.2440
H -1.9314 -3.0255 1.6408
H -1.6397 0.8038 2.0389
H -4.8462 -3.6462 0.8425
C 3.9486 4.8249 -2.0626
C -4.2734 -2.8918 0.2947
H -2.9724 -5.1999 0.6421
C 2.5736 4.2550 -1.9510
H -3.7662 -2.2580 1.0200
C -1.1153 1.2650 1.2002
H 0.5898 -4.0965 0.3337
C -4.1188 -4.4461 -1.6254
C 0.8416 2.6758 0.5469
N -1.5163 -1.7741 -0.9440
H 0.4882 0.1854 -1.6462
C 3.7519 1.6117 -0.1424
H -1.7569 -5.0798 -0.6082
C -1.4048 -3.8181 1.1017
H -1.1407 3.9182 1.8871
C -3.3068 -3.5696 -0.6726
H 0.1972 3.3696 -0.0047
H -2.1851 -3.0199 -2.4339
C 0.1391 0.8844 -0.8920
C -2.3483 -4.4823 0.0999
H -0.5252 1.5973 -1.3937
O -2.9462 -0.1571 -0.2668
H 0.5865 -1.7901 -0.8504
C -0.6357 0.2027 0.2297
```

Atom charges from the natural (NBO) analysis, given in e for atoms 1 to 5: atom 1 (H): 0.216, atom 2 (C): 0.652, atom 3 (H): 0.219, atom 4 (H): 0.206, atom 5 (C): 0.287

# 6
This record from OMol25 describes C23H35N3O3SSe2SiV as an isolated structure. The level of theory is ωB97M-V/def2-TZVPD.

**Calculated total energy**: -210100.069 eV
**Multiplicity**: 1
**LUMO level (spin up / spin down)**: -12.22 / -12.22 eV
**E_HOMO (spin up / spin down)**: -0.6358 / -0.6358 hartree
**Total charge**: +3

```
69
C23H35N3O3SSe2SiV ωB97M-V/def2-TZVPD
C 0.2862 2.8148 2.9098
H 1.9799 2.5269 -1.5421
H 0.4703 -0.4451 -4.4779
Se -0.0194 0.5580 4.1763
H 2.8406 -3.4367 -0.2626
H 0.8054 -2.1892 -4.3619
O -2.2972 -0.9091 -0.2547
H 6.8692 2.1504 -1.8065
H -1.9778 -1.1697 2.3708
H -4.7357 -2.4106 1.4945
H -4.0593 1.0497 0.1965
C 5.7926 2.2158 -1.7061
H -0.3207 -3.5670 -0.6230
H -2.4090 0.5463 1.9977
C -3.3745 -0.9283 0.7549
V 0.7096 0.5296 1.0745
N 5.1189 2.8428 -2.6528
H -3.5418 -0.5087 2.8491
C -2.7770 -0.4810 2.0727
H -0.8624 -3.7172 -3.2287
N -0.1887 2.0078 5.0543
H 2.4763 -1.7867 2.1515
C -0.0171 3.0834 4.3040
H -2.1168 -3.2028 -4.3504
H -2.3980 -3.0525 -2.6165
H -4.1976 -2.6988 -0.1598
H 2.9153 -1.6769 -0.3218
H 3.3203 3.4962 -3.4154
Si -0.8225 -0.7980 -0.7465
C 0.1094 -3.6005 0.3804
H 1.8582 -2.5607 -1.4433
S -0.2172 1.4509 -0.5863
C 5.1489 1.6599 -0.5980
H -2.9501 -0.6598 -2.9106
C -1.0637 -1.5713 -3.4641
H -0.3359 4.5940 5.8207
C 3.0556 2.4226 -1.5590
H -0.6937 -3.5493 1.1189
H -0.4069 -1.5900 -5.4950
C 0.4778 5.1621 2.5523
C -2.1418 -0.5161 -3.6295
H -4.8138 -0.2733 -0.7130
C -1.6394 -2.9713 -3.3980
H -3.1070 -3.0334 1.1972
H 0.7747 3.7110 1.0015
C -0.0994 4.4167 4.7797
C 0.1398 5.4312 3.9011
O -0.3663 -1.3360 -2.1427
H -1.7215 0.4868 -3.5141
H -2.5649 -0.5853 -4.6304
C 2.2496 -2.5368 -0.4273
H 5.7191 1.1760 0.1848
C -3.8785 -2.3573 0.8242
C 3.8034 2.9601 -2.6069
H 2.0041 -3.4723 2.2821
H 0.8397 -2.2350 2.7287
C 0.5442 3.8833 2.0431
H 0.0731 6.4560 4.2396
H -5.2819 0.0231 0.9585
H 0.6947 5.9978 1.8988
N 0.3188 1.4871 2.6145
C 0.0268 -1.4410 -4.5066
O 0.3823 -1.1653 0.4111
C 1.1200 -2.4867 0.5891
C 3.7659 1.7721 -0.5631
C -4.4416 0.0299 0.2647
Se 2.9013 1.0192 0.9970
H 0.6060 -4.5621 0.4988
C 1.6413 -2.4795 2.0211
```

Atom charges from the natural (NBO) analysis, given in e for atoms 1 to 5: atom 1 (C): 0.254, atom 2 (H): 0.216, atom 3 (H): 0.219, atom 4 (Se): 1.121, atom 5 (H): 0.274

# 7
This record from OMol25 describes one molecule with the formula C23H35N3O4S. The level of theory is ωB97M-V/def2-TZVPD.

**Calculated total energy**: -47916.004 eV
**Multiplicity**: 1
**LUMO level**: 0.57 eV
**E_HOMO**: -0.3272 hartree
**SMILES**: CCCCNC(=O)C1CCN(C(=O)C2CCN(S(=O)(=O)c3ccc(C)cc3)CC2)CC1

```
66
C23H35N3O4S ωB97M-V/def2-TZVPD
H 5.0821 0.3046 -6.6290
H 3.4936 4.0552 -7.6333
H -1.5469 -2.0114 0.8890
H -0.4880 1.8682 0.8916
C -0.2133 0.9259 1.3683
H 1.1256 -2.3321 -3.5939
C 2.2443 0.4695 -5.1661
N -0.0105 -0.4816 -2.0731
H 0.8593 -2.1656 0.2220
H 0.9644 -1.1941 -5.6616
H -0.8085 0.2928 -5.2636
H -2.8632 -2.0673 4.7527
S -0.3484 -0.9853 4.0708
C 4.1512 0.8814 -6.6540
O 2.3893 1.5185 -4.5716
H -4.9642 0.1458 8.5197
N 3.0733 0.0615 -6.1484
C -1.4501 0.7721 5.8899
O -1.7948 -0.0019 -0.8111
C 2.5982 2.1774 -8.2204
H 1.8708 -1.1982 -1.4951
C 0.5421 -1.4279 0.9621
H 1.7480 1.5648 -7.9111
C -3.6225 0.4663 6.8884
C 1.6486 -1.3747 -3.6207
H -0.5871 -2.8536 2.1388
C 0.3393 -0.0467 0.3164
H 2.5964 3.2488 -6.3397
H 2.7157 -1.5796 -3.7287
H 0.5708 1.1140 2.1035
H -5.6174 1.1447 7.2280
C -3.7692 -0.7172 6.1674
H -1.1013 -1.5219 -3.5371
H 1.9001 0.3506 -2.3711
H 4.7365 1.9771 -8.3936
H -2.2770 0.2955 1.4026
H 0.1370 1.2187 -4.0926
C -1.4347 0.3614 2.0956
O -0.0531 -2.3589 4.3658
H -2.3276 2.1223 7.2956
H 2.4616 2.4202 -9.2770
H 4.2431 1.7275 -5.9721
H 1.7296 4.0606 -7.6366
C -1.6188 -0.4020 5.1850
C -0.8467 -0.4910 -3.2621
C -0.1350 0.2095 -4.4104
O 0.7497 -0.0526 4.0986
C 2.6091 3.4646 -7.4044
C -0.7483 -1.9029 1.6287
N -1.2031 -0.9634 2.6296
H -4.4254 1.8209 8.3434
H 1.3139 -1.3479 1.7314
C -2.7715 -1.1531 5.3164
H 2.8748 -0.7911 -6.6476
C -0.5873 -0.1625 -0.8907
H 1.3044 0.3440 -0.0181
C -2.4543 1.2041 6.7409
H -1.7737 0.0267 -3.0055
C 1.1480 -0.5342 -4.8086
C 1.4142 -0.6321 -2.3089
H -1.7056 1.0068 2.9345
C 3.8876 1.3664 -8.0815
H 3.8371 0.5003 -8.7476
H -4.6743 -1.2963 6.2793
H -0.5338 1.3273 5.7633
C -4.7174 0.9256 7.8013
```

Atom charges from the natural (NBO) analysis, given in e for atoms 1 to 5: atom 1 (H): 0.195, atom 2 (H): 0.197, atom 3 (H): 0.216, atom 4 (H): 0.219, atom 5 (C): -0.417

Question: calculated total energy of number 1 (C23H34N4O4S)?
Answer: -49364.648 eV

Question: Which of these has the highest calculated total energy?
Answer: C23H35N3O3